Entry 1:
Below is 3 unconnected molecules or ions with the total composition C2H8IO2 in a non-equilibrium geometry, with properties calculated with ωB97M-V/def2-TZVPD.

Values from the calculation:
- energy (eV) = -14400.5955
- E_LUMO (eV) = 2.78
- energy above the lowest of the compared OMol25 structures with the same formula, charge and spin (kJ/mol) = 97.9
- HOMO-LUMO gap (eV) = 6.15

Structure (ORCA input):
```
! RIJCOSX wB97M-V def2-TZVPD def2/J DEFGRID3
* xyz -1 1
I 3.596 -2.683 3.127
C 1.783 0.403 -3.270
O 2.738 0.677 -2.307
H 2.134 0.725 -4.251
H 1.440 -0.630 -3.316
H 0.838 0.943 -3.212
H 2.595 0.161 -1.511
C -2.689 0.390 2.580
O -2.655 -0.778 1.851
H -2.335 1.258 2.023
H -3.697 0.373 2.995
H -1.975 0.318 3.400
H -1.774 -1.156 1.890
*
```

Entry 2:
Below is 2 unconnected molecules or ions with the total composition C2H8N in a non-equilibrium geometry, with properties calculated with ωB97M-V/def2-TZVPD.

Values from the calculation:
- energy (eV) = -3685.8814
- E_LUMO (eV) = -4.16
- energy above the lowest of the compared OMol25 structures with the same formula, charge and spin (kJ/mol) = 123.9
- HOMO-LUMO gap (eV) = 10.59

Structure (ORCA input):
```
! RIJCOSX wB97M-V def2-TZVPD def2/J DEFGRID3
* xyz 1 1
N -0.046 -1.517 -0.833
H 0.765 -0.953 -0.557
H -0.312 -2.069 -0.013
H 0.239 -2.022 -1.673
H -0.839 -0.886 -0.979
C 0.666 1.295 0.799
C -0.631 1.100 0.551
H 1.379 1.614 0.045
H 1.099 0.961 1.736
H -0.964 1.438 -0.431
H -1.355 1.040 1.355
*
```

Entry 3:
Below is 2 unconnected molecules or ions with the total composition C2H8N2 in a non-equilibrium geometry, with properties calculated with ωB97M-V/def2-TZVPD.

Values from the calculation:
- structure (SMILES) = C=CN.N
- energy (eV) = -5182.8924
- E_LUMO (eV) = 1.19
- energy above the lowest of the compared OMol25 structures with the same formula, charge and spin (kJ/mol) = 81.6
- HOMO-LUMO gap (eV) = 9.67

Structure (ORCA input):
```
! RIJCOSX wB97M-V def2-TZVPD def2/J DEFGRID3
* xyz 0 1
C 2.009 2.134 0.413
C 0.730 2.515 0.543
N -0.104 2.224 1.607
H 2.501 1.472 1.118
H 2.588 2.210 -0.496
H 0.378 3.230 -0.191
H 0.089 1.499 2.279
H -0.444 3.097 2.003
N -1.984 -4.704 -1.917
H -2.271 -3.783 -2.165
H -2.482 -5.039 -1.113
H -1.009 -4.856 -2.083
*
```

Entry 4:
Below is a single C2H8N2 molecule, with properties calculated with ωB97M-V/def2-TZVPD.

Values from the calculation:
- structure (SMILES) = CNCN
- energy (eV) = -5183.3213
- E_LUMO (eV) = 1.15
- energy above the lowest of the compared OMol25 structures with the same formula, charge and spin (kJ/mol) = 40.2
- HOMO-LUMO gap (eV) = 9.81

Structure (ORCA input):
```
! RIJCOSX wB97M-V def2-TZVPD def2/J DEFGRID3
* xyz 0 1
C -1.519 -0.052 -0.126
N -0.286 -0.830 -0.230
C 0.816 -0.350 0.590
N 1.536 0.832 0.037
H -1.726 0.481 -1.055
H -2.355 -0.703 0.114
H -1.457 0.724 0.633
H 0.057 -0.852 -1.186
H 1.489 -1.164 0.852
H 0.423 0.022 1.538
H 2.194 0.554 -0.683
H 0.828 1.338 -0.484
*
```

Entry 5:
Below is 2 unconnected molecules or ions with the total composition C2H8N2 in a non-equilibrium geometry, with properties calculated with ωB97M-V/def2-TZVPD.

Values from the calculation:
- energy (eV) = -5173.9719
- <S²> = 0.775
- E_LUMO (alpha / beta) (eV) = -5.24 / -9.37
- energy above the lowest of the compared OMol25 structures with the same formula, charge and spin (kJ/mol) = 192.5
- HOMO-LUMO gap (alpha / beta) (eV) = 9.43 / 5.30

Structure (ORCA input):
```
! RIJCOSX wB97M-V def2-TZVPD def2/J DEFGRID3
* xyz 1 2
C 4.603 -1.565 -0.744
H 4.272 -2.246 0.055
H 5.605 -1.269 -0.411
H 4.817 -2.186 -1.606
H 3.850 -0.796 -0.843
N -2.727 1.883 -0.011
C -3.398 1.084 0.873
N -4.595 0.698 0.536
H -1.730 1.737 0.156
H -3.006 1.862 -0.994
H -2.924 0.923 1.847
H -4.766 -0.125 1.143
*
```

Entry 6:
Below is a gas-phase ion, C2H8N2 (charge +1) in a non-equilibrium geometry, with properties calculated with ωB97M-V/def2-TZVPD.

Values from the calculation:
- energy (eV) = -5174.4112
- <S²> = 0.758
- E_LUMO (alpha / beta) (eV) = -3.27 / -8.45
- energy above the lowest of the compared OMol25 structures with the same formula, charge and spin (kJ/mol) = 150.1
- HOMO-LUMO gap (alpha / beta) (eV) = 13.05 / 6.71

Structure (ORCA input):
```
! RIJCOSX wB97M-V def2-TZVPD def2/J DEFGRID3
* xyz 1 2
C 0.265 -0.550 1.554
N -0.254 0.374 0.516
C -0.389 -0.142 -0.848
N 0.401 0.644 -1.759
H -0.507 -0.989 2.169
H 0.781 -1.403 1.177
H 1.013 0.091 1.973
H -1.002 0.917 0.765
H -1.395 -0.100 -1.207
H -0.136 -1.235 -0.905
H -0.079 1.465 -2.178
H 1.303 0.928 -1.257
*
```

Entry 7:
Below is 2 unconnected molecules or ions with the total composition C2H8N2O in a non-equilibrium geometry, with properties calculated with ωB97M-V/def2-TZVPD.

Values from the calculation:
- structure (SMILES) = C=O.NCN
- energy (eV) = -7230.1861
- E_LUMO (eV) = 0.91
- energy above the lowest of the compared OMol25 structures with the same formula, charge and spin (kJ/mol) = 206.6
- HOMO-LUMO gap (eV) = 10.21

Structure (ORCA input):
```
! RIJCOSX wB97M-V def2-TZVPD def2/J DEFGRID3
* xyz 0 1
C -1.493 -1.819 0.126
O -2.508 -1.251 0.406
H -0.595 -1.718 0.758
H -1.361 -2.495 -0.736
N 0.051 0.434 -1.012
C 0.472 1.350 0.031
N 1.337 0.735 1.036
H -0.131 0.883 -1.899
H 0.711 -0.313 -1.180
H -0.382 1.750 0.559
H 1.060 2.198 -0.336
H 2.001 0.115 0.568
H 0.839 0.130 1.678
*
```

Entry 8:
Below is 2 unconnected molecules or ions with the total composition C2H8N2O in a non-equilibrium geometry, with properties calculated with ωB97M-V/def2-TZVPD.

Values from the calculation:
- structure (SMILES) = [H]/N=C/N.CO
- energy (eV) = -7230.4731
- E_LUMO (eV) = 0.96
- energy above the lowest of the compared OMol25 structures with the same formula, charge and spin (kJ/mol) = 178.9
- HOMO-LUMO gap (eV) = 10.32

Structure (ORCA input):
```
! RIJCOSX wB97M-V def2-TZVPD def2/J DEFGRID3
* xyz 0 1
H -1.444 -1.094 -2.016
N -0.818 -0.718 -1.263
C -1.210 0.544 -1.120
N -0.685 1.525 -0.276
H -2.122 0.885 -1.681
H -0.016 1.369 0.435
H -0.856 2.494 -0.632
C 1.564 -0.785 1.086
O 0.252 -0.454 1.533
H 2.139 0.145 1.025
H 1.498 -1.259 0.126
H 2.047 -1.630 1.720
H -0.350 -1.023 1.064
*
```

Entry 9:
Below is 2 unconnected molecules or ions with the total composition C2H8N2O in a non-equilibrium geometry, with properties calculated with ωB97M-V/def2-TZVPD.

Values from the calculation:
- energy (eV) = -7222.1111
- <S²> = 0.757
- E_LUMO (alpha / beta) (eV) = -4.82 / -8.30
- energy above the lowest of the compared OMol25 structures with the same formula, charge and spin (kJ/mol) = 167.5
- HOMO-LUMO gap (alpha / beta) (eV) = 9.90 / 6.40

Structure (ORCA input):
```
! RIJCOSX wB97M-V def2-TZVPD def2/J DEFGRID3
* xyz 1 2
C -0.154 -1.506 -0.727
N -1.942 0.948 -0.624
C -0.869 0.680 0.103
N 0.047 -0.196 -0.183
H 0.807 -1.909 -1.018
H -0.516 -2.140 0.073
H -0.904 -1.504 -1.518
H -1.944 0.751 -1.618
H -2.430 1.774 -0.294
H -0.681 1.359 0.931
H 1.775 0.196 0.806
H 2.766 -0.618 1.711
O 2.592 0.241 1.319
*
```

Entry 10:
Below is a molecular structure, C2H8N2O2 in a non-equilibrium geometry, with properties calculated with ωB97M-V/def2-TZVPD.

Values from the calculation:
- energy (eV) = -9276.5994
- E_LUMO (eV) = 0.88
- energy above the lowest of the compared OMol25 structures with the same formula, charge and spin (kJ/mol) = 319.5
- HOMO-LUMO gap (eV) = 9.83

Structure (ORCA input):
```
! RIJCOSX wB97M-V def2-TZVPD def2/J DEFGRID3
* xyz 0 1
C 1.459 0.836 0.124
C 0.242 0.056 -0.282
N -2.027 -0.299 -0.067
N -0.899 0.378 0.424
O 0.115 0.154 -1.633
O 0.548 -1.671 0.003
H 1.857 0.870 1.113
H 2.184 0.696 -0.689
H 1.219 1.888 0.135
H -2.848 -0.244 0.450
H -1.649 -1.318 -0.020
H -0.895 0.505 1.401
H -0.694 -0.168 -1.840
H 1.223 -1.957 -0.644
*
```

Q: Look up the energy above the lowest of the compared OMol25 structures with the same formula, charge and spin of the first one.
A: 97.9 kJ/mol

What did the sixth record say?
Below is a gas-phase ion, C2H8N2 (charge +1) in a non-equilibrium geometry, with properties calculated with ωB97M-V/def2-TZVPD.

Values from the calculation:
- energy (eV) = -5174.4112
- <S²> = 0.758
- E_LUMO (alpha / beta) (eV) = -3.27 / -8.45
- energy above the lowest of the compared OMol25 structures with the same formula, charge and spin (kJ/mol) = 150.1
- HOMO-LUMO gap (alpha / beta) (eV) = 13.05 / 6.71

Structure (ORCA input):
```
! RIJCOSX wB97M-V def2-TZVPD def2/J DEFGRID3
* xyz 1 2
C 0.265 -0.550 1.554
N -0.254 0.374 0.516
C -0.389 -0.142 -0.848
N 0.401 0.644 -1.759
H -0.507 -0.989 2.169
H 0.781 -1.403 1.177
H 1.013 0.091 1.973
H -1.002 0.917 0.765
H -1.395 -0.100 -1.207
H -0.136 -1.235 -0.905
H -0.079 1.465 -2.178
H 1.303 0.928 -1.257
*
```

Q: energy above the lowest of the compared OMol25 structures with the same formula, charge and spin of number 9 (C2H8N2O)?
A: 167.5 kJ/mol

Q: Number 9 is which compound?
A: C2H8N2O